i) CH6SSi | ωB97M-V with the def2-TZVPD basis set

Structure (XYZ):
```
9
CH6SSi ωB97M-V with the def2-TZVPD basis set
C -0.840 0.334 0.507
Si 0.544 -0.739 -0.101
S 2.523 0.196 0.067
H -0.739 1.013 1.292
H -1.037 1.022 -0.268
H -1.583 -0.450 0.501
H 0.269 -0.839 -1.567
H 1.005 -1.739 0.715
H 1.885 1.115 -0.605
```

Output
SMILES string: C[SiH2]S
Kohn-Sham gap: 10.072 eV


ii) CH6SSi | ωB97M-V with the def2-TZVPD basis set

Structure (XYZ):
```
9
CH6SSi ωB97M-V with the def2-TZVPD basis set
C 0.438 0.833 -0.473
Si -0.425 -0.421 0.630
S -0.124 -2.469 -0.040
H 0.120 0.857 -1.452
H 0.532 1.892 -0.163
H 1.435 0.564 -0.580
H -2.824 0.730 0.914
H 0.025 -0.086 1.974
H 0.822 -1.900 -0.810
```

Output
Kohn-Sham gap (alpha / beta): 8.599 / 7.581 eV


iii) CH6SSi | ωB97M-V with the def2-TZVPD basis set

Structure (XYZ):
```
9
CH6SSi ωB97M-V with the def2-TZVPD basis set
C -0.919 -0.520 -0.182
Si -0.304 1.089 0.603
S 2.948 -0.241 -0.416
H -0.856 -1.294 0.488
H -2.056 -0.380 -0.525
H -0.298 -0.811 -1.088
H -0.043 1.176 1.961
H -0.669 2.218 -0.032
H 2.197 -1.237 -0.807
```

Output
Kohn-Sham gap (alpha / beta): 7.343 / 5.716 eV


Name the most stable of them. i).


i) C2H10N3O | ωB97M-V with the def2-TZVPD basis set

Structure (XYZ):
```
16
C2H10N3O ωB97M-V with the def2-TZVPD basis set
C 0.457 0.624 0.855
C -0.120 0.616 -0.668
N 0.442 1.592 -1.517
N -0.199 -1.767 -0.423
N -0.470 -0.182 1.686
O 0.331 -0.725 -1.196
H 1.576 0.398 0.739
H 0.430 1.652 1.210
H -1.234 0.631 -0.457
H 1.361 1.351 -1.900
H -0.097 1.922 -2.317
H -0.799 -2.326 -1.037
H 0.507 -2.395 -0.225
H -1.340 0.295 1.770
H -0.061 -0.695 2.445
H -0.785 -0.992 1.036
```

Output
net charge: +1
SMILES string: NO[C@H](N)C[NH3+]
Kohn-Sham gap: 10.583 eV


ii) C2H10N3O | ωB97M-V with the def2-TZVPD basis set

Structure (XYZ):
```
16
C2H10N3O ωB97M-V with the def2-TZVPD basis set
C -1.269 -0.533 0.467
C 1.985 0.025 0.074
N -0.952 -0.157 -0.975
N -0.028 -0.974 1.123
N 0.853 0.083 1.072
O 1.639 0.672 -1.283
H -1.663 0.438 0.923
H -1.987 -1.337 0.562
H 2.858 0.566 0.546
H 2.513 -0.997 0.028
H 0.075 0.408 -1.112
H -1.600 0.504 -1.371
H 0.246 -1.924 0.822
H 1.322 0.314 2.013
H -1.020 -1.012 -1.626
H 1.497 1.669 -1.121
```

Output
net charge: +1
SMILES string: [NH3+]CNNCO
Kohn-Sham gap: 10.753 eV


iii) C2H10N3O | ωB97M-V with the def2-TZVPD basis set

Structure (XYZ):
```
16
C2H10N3O ωB97M-V with the def2-TZVPD basis set
C -0.241 0.073 0.289
N 0.167 -0.076 -0.952
N -1.444 -0.298 0.641
N 0.574 0.515 1.233
C -2.546 -0.565 -0.292
H -0.402 -0.601 -1.620
H 1.161 0.077 -1.135
H -1.614 -0.299 1.650
H 0.253 0.381 2.195
H 1.416 1.065 1.046
H -2.334 -0.314 -1.345
H -3.369 0.078 0.064
H -2.874 -1.617 -0.241
O 3.411 0.449 -0.710
H 4.008 1.224 -0.818
H 3.833 -0.092 -0.004
```

Output
net charge: +1
Kohn-Sham gap: 11.661 eV


Name the most stable of them. iii).


i) C18H22N2O2 | ωB97M-V with the def2-TZVPD basis set

Structure (XYZ):
```
44
C18H22N2O2 ωB97M-V with the def2-TZVPD basis set
C -4.674 -2.360 -0.595
N -3.449 -1.660 -0.917
C -2.411 -2.588 -1.314
H -1.533 -2.024 -1.627
H -2.120 -3.276 -0.505
H -2.765 -3.176 -2.160
C -3.004 -0.803 0.171
C -3.869 0.453 0.289
H -4.066 0.831 -0.717
C -3.177 1.535 1.121
N -1.954 1.989 0.503
C -0.733 1.644 0.978
O -0.556 1.094 2.043
C 0.391 2.056 0.074
C 0.641 3.392 -0.207
C 1.728 3.754 -0.983
C 2.565 2.775 -1.495
C 2.319 1.439 -1.238
C 1.234 1.072 -0.449
O 0.883 -0.235 -0.247
C 1.850 -1.164 0.039
C 1.583 -2.484 -0.311
C 2.496 -3.475 -0.003
C 3.676 -3.161 0.650
C 3.933 -1.849 1.008
C 3.026 -0.848 0.709
H 3.218 0.172 1.006
H 4.844 -1.598 1.530
H 4.389 -3.937 0.885
H 2.284 -4.497 -0.279
H 0.659 -2.715 -0.816
H 2.961 0.673 -1.648
H 3.412 3.052 -2.104
H 1.922 4.795 -1.189
H -0.010 4.147 0.208
H -2.022 2.354 -0.435
H -3.850 2.388 1.257
H -2.898 1.140 2.101
H -4.825 0.220 0.757
H -1.977 -0.501 -0.051
H -2.989 -1.337 1.137
H -5.463 -1.640 -0.391
H -4.566 -3.022 0.280
H -4.974 -2.963 -1.451
```

Output
SMILES string: CN(C)CCCNC(=O)c1ccccc1Oc1ccccc1
Kohn-Sham gap: 9.323 eV


ii) C18H22N2O2 | ωB97M-V with the def2-TZVPD basis set

Structure (XYZ):
```
44
C18H22N2O2 ωB97M-V with the def2-TZVPD basis set
C 5.525 2.418 0.458
C 4.371 1.558 0.049
C 4.222 0.277 0.543
C 3.142 -0.515 0.150
N 2.976 -1.783 0.637
C 1.943 -2.643 0.326
O 1.886 -3.741 0.852
C 0.979 -2.120 -0.640
C 1.110 -0.868 -1.133
C 2.191 -0.015 -0.758
C 2.354 1.287 -1.248
C 3.420 2.055 -0.852
H 3.537 3.058 -1.236
H 1.626 1.676 -1.945
H 0.382 -0.488 -1.837
C -0.176 -3.005 -0.986
H -0.634 -2.678 -1.920
H 0.168 -4.035 -1.084
C -1.240 -2.959 0.127
N -1.636 -1.603 0.435
C -2.437 -0.884 -0.387
O -2.978 -1.365 -1.359
C -2.608 0.565 0.061
H -1.609 1.010 0.123
C -3.495 1.369 -0.905
C -4.755 1.725 -0.113
H -5.484 0.918 -0.191
H -5.219 2.645 -0.465
C -4.256 1.827 1.324
H -3.705 2.759 1.463
H -5.060 1.787 2.057
C -3.307 0.635 1.436
H -2.599 0.743 2.258
H -3.885 -0.276 1.600
H -2.981 2.275 -1.228
H -3.726 0.770 -1.785
H -1.120 -1.122 1.153
H -2.127 -3.499 -0.212
H -0.850 -3.424 1.032
H 3.660 -2.142 1.293
H 4.944 -0.125 1.239
H 6.122 2.685 -0.413
H 6.163 1.905 1.173
H 5.167 3.342 0.910
```

Output
SMILES string: Cc1ccc2cc(CCNC(=O)C3CCCC3)c(=O)[nH]c2c1
Kohn-Sham gap: 8.684 eV


Name the most stable of them. ii).


i) C5H9P | ωB97M-V with the def2-TZVPD basis set

Structure (XYZ):
```
15
C5H9P ωB97M-V with the def2-TZVPD basis set
C -0.088 -2.788 2.571
C -0.183 -2.136 1.593
C -1.447 1.865 -0.521
C -0.189 -0.548 -1.487
C 1.377 1.206 0.208
P -0.352 0.580 -0.079
H 0.091 -3.491 3.315
H -1.695 2.509 0.348
H -2.171 1.492 -1.235
H -1.099 -1.135 -1.632
H -0.097 -0.044 -2.436
H 0.823 -1.112 -1.328
H 1.211 2.187 0.466
H 1.782 0.333 0.854
H 2.038 1.083 -0.640
```

Output
Kohn-Sham gap (alpha / beta): 7.589 / 6.090 eV


ii) C5H9P | ωB97M-V with the def2-TZVPD basis set

Structure (XYZ):
```
15
C5H9P ωB97M-V with the def2-TZVPD basis set
C 2.853 -1.014 0.270
C 2.654 -0.025 0.903
C -1.640 -0.214 -0.501
C -0.043 1.725 -0.490
C -0.519 0.414 -0.027
P -2.058 -1.904 -0.269
H 2.735 -1.813 -0.385
H -3.356 -1.852 0.359
H 2.752 0.683 1.648
H -2.132 0.303 -1.408
H 0.921 1.883 0.045
H 0.104 1.566 -1.516
H -0.840 2.491 -0.539
H -0.023 0.008 0.922
H -1.407 -2.251 0.987
```

Output
SMILES string: C/C=C/P.C#C
Kohn-Sham gap: 9.498 eV


iii) C5H9P | ωB97M-V with the def2-TZVPD basis set

Structure (XYZ):
```
15
C5H9P ωB97M-V with the def2-TZVPD basis set
C 0.017 0.604 0.028
C -0.477 -0.141 1.195
C 1.168 1.086 -0.513
C 2.372 0.541 0.192
C -2.410 -0.891 -0.826
P -2.039 0.448 0.322
H -0.483 -1.195 1.049
H -0.299 0.090 2.223
H 1.363 1.654 -1.418
H 2.097 -0.025 1.110
H 2.897 1.491 0.647
H 3.078 -0.093 -0.374
H -2.497 -0.418 -1.763
H -3.346 -1.546 -0.917
H -1.440 -1.603 -0.955
```

Output
SMILES string: C/C=C1\CP1C
Kohn-Sham gap: 9.586 eV


Name the most stable of them. iii).


i) C5H9P | ωB97M-V with the def2-TZVPD basis set

Structure (XYZ):
```
15
C5H9P ωB97M-V with the def2-TZVPD basis set
C -0.336 -0.906 0.149
C -0.857 -2.044 0.417
C -0.612 0.464 -0.384
C -1.545 1.235 0.405
C 2.435 0.293 -0.496
P 0.992 0.332 0.682
H -0.380 -2.770 0.986
H -1.925 -2.320 0.160
H -0.575 0.493 -1.451
H -1.689 0.745 1.304
H -2.551 1.183 0.117
H -1.390 2.280 0.492
H 2.534 -0.617 -1.113
H 3.500 0.546 -0.053
H 2.398 1.086 -1.213
```

Output
SMILES string: C=C1[C@@H](C)P1C
Kohn-Sham gap: 10.008 eV


ii) C5H9P | ωB97M-V with the def2-TZVPD basis set

Structure (XYZ):
```
15
C5H9P ωB97M-V with the def2-TZVPD basis set
C 1.172 -1.322 -0.387
C 0.509 -0.163 -0.508
C -0.820 0.226 0.367
C 0.999 0.840 -1.569
C -0.713 -0.093 1.801
P -2.145 0.820 -0.475
H 1.889 -1.691 -1.116
H 0.910 -2.068 0.374
H 1.528 1.598 -1.143
H 0.083 1.248 -2.173
H 1.761 0.280 -2.254
H -0.357 0.922 2.294
H -1.766 -0.293 2.163
H 0.013 -0.891 1.971
H -3.064 0.587 0.656
```

Output
SMILES string: [H]/P=C(\C)C(=C)C
Kohn-Sham gap: 8.973 eV


Name the most stable of them. ii).